[1]
Entry from the OMol25 dataset: a cluster of 14 separate species, C28H78F6NO17S2 in total in a non-equilibrium geometry (ωB97M-V with the def2-TZVPD basis set).

Properties
Charge: -1
Max |F| (eV/Å): 4.2
ΔE to the lowest compared entry with this formula, charge and spin (eV): 2.327
Multiplicity: 1
HOMO-LUMO gap (eV): 8.80
Electronic energy (eV): -104568.7480

Atoms and positions in Å:
C  -2.287622  -1.776115  0.654243
F  -2.871152  -1.748975  -0.559467
F  -3.054812  -1.200385  1.542193
F  -2.009822  -3.042835  1.059693
S  -0.655892  -0.780995  0.501803
O  0.119028  -1.151825  1.706973
O  -0.035312  -1.322925  -0.727437
N  -1.112302  0.911555  0.363403
S  -0.566112  1.550845  1.675413
O  -1.024032  0.937185  2.885893
O  0.867108  1.924585  1.630623
C  -1.511562  3.254975  1.732593
F  -2.789642  3.069295  2.114703
F  -0.909002  4.069415  2.623303
F  -1.507152  3.825265  0.519353
C  -7.013992  1.383015  -2.244727
C  -5.891062  1.903045  -1.321477
O  -4.720462  2.070595  -2.143477
H  -7.311812  1.996645  -3.094947
H  -7.928752  1.316455  -1.655747
H  -6.743462  0.423835  -2.686207
H  -5.698762  1.206465  -0.505447
H  -6.130242  2.865305  -0.868757
H  -3.941942  1.866375  -1.620207
C  -4.940022  -7.531165  -3.595317
C  -5.148512  -8.273145  -4.891087
O  -5.618562  -7.390615  -5.872757
H  -4.157762  -6.777675  -3.687097
H  -4.805202  -8.174035  -2.725467
H  -5.856342  -6.967635  -3.419587
H  -5.926962  -9.031895  -4.811127
H  -4.210192  -8.746655  -5.179957
H  -5.737712  -7.841335  -6.711957
C  4.575558  7.534035  -1.512877
C  3.600878  6.398255  -1.632147
O  3.098748  6.215115  -2.924907
H  5.372438  7.408495  -2.245897
H  5.035048  7.658565  -0.532337
H  4.119438  8.485505  -1.786317
H  2.785508  6.581265  -0.932307
H  4.008228  5.440415  -1.308537
H  2.694308  5.345235  -2.961207
C  2.322958  -5.955665  4.825033
C  3.468618  -5.044645  5.306843
O  4.616788  -5.869445  5.456123
H  2.559448  -6.399385  3.857923
H  1.509928  -5.261145  4.613543
H  2.067088  -6.732965  5.545053
H  3.210908  -4.565775  6.251503
H  3.656398  -4.270965  4.562353
H  5.207608  -5.777515  4.705063
C  2.162738  2.094685  7.526813
C  1.908388  0.614825  7.683363
O  0.493868  0.385495  7.559173
H  2.001408  2.462765  6.513603
H  3.205258  2.308375  7.762563
H  1.614648  2.787255  8.165593
H  2.227758  0.214035  8.645373
H  2.421558  0.051575  6.903933
H  0.183478  0.779905  6.740823
C  6.940558  -3.635075  -2.736647
C  5.530268  -3.547215  -2.260857
O  4.898418  -2.471605  -2.840907
H  7.483118  -2.788645  -2.315597
H  7.057278  -3.697555  -3.818577
H  7.326658  -4.562685  -2.314057
H  5.583518  -3.403405  -1.181697
H  4.965788  -4.442285  -2.522207
H  3.982578  -2.372045  -2.570887
C  0.941088  -5.108135  -6.269817
C  2.455968  -5.495225  -6.458797
O  2.585768  -5.643485  -7.856727
H  0.271558  -5.869085  -6.670817
H  0.746358  -4.127655  -6.704387
H  0.656408  -5.066375  -5.218477
H  2.735058  -6.438705  -5.989697
H  3.178628  -4.739685  -6.150577
H  3.462078  -6.003955  -8.010817
C  2.058798  9.682765  4.014993
C  3.065448  10.807915  4.365543
O  2.677988  11.371725  5.568413
H  2.425808  9.234595  3.091653
H  1.059008  10.054085  3.789943
H  1.875478  8.867435  4.714803
H  2.983908  11.647315  3.675003
H  4.073118  10.404495  4.465333
H  1.895608  11.883085  5.349343
C  -4.758352  -0.576585  -6.986477
C  -4.555322  -2.038665  -6.684987
O  -5.516892  -2.790265  -7.451967
H  -4.381402  -0.452375  -8.001657
H  -4.153342  0.021585  -6.305107
H  -5.810622  -0.292365  -6.991897
H  -4.527262  -2.194035  -5.606477
H  -3.558832  -2.375025  -6.971277
H  -5.486992  -3.717035  -7.203357
C  0.650848  2.017635  -6.329507
C  0.687288  1.209255  -5.010647
O  0.972658  2.083235  -3.940407
H  1.653668  2.235175  -6.697107
H  0.080728  2.946165  -6.299577
H  0.204438  1.377015  -7.090047
H  1.466328  0.450135  -5.081127
H  -0.210122  0.629345  -4.795077
H  0.382828  1.842325  -3.222327
C  -3.529182  -8.539195  4.806703
C  -2.959062  -9.789745  5.539253
O  -3.920602  -10.819665  5.407963
H  -2.962722  -7.652555  5.091453
H  -4.581692  -8.330375  4.998343
H  -3.435542  -8.619985  3.723743
H  -2.842702  -9.621285  6.609853
H  -2.005102  -10.126035  5.133083
H  -4.639002  -10.665345  6.025763
C  -5.374342  9.554375  3.407473
C  -4.029042  10.247095  3.529193
O  -4.074432  11.286935  4.482673
H  -5.379022  8.710115  2.718033
H  -6.159662  10.246185  3.102893
H  -5.695182  9.165035  4.373693
H  -3.692992  10.622905  2.562793
H  -3.247232  9.550165  3.831113
H  -4.442132  10.831865  5.243803
C  6.536008  0.962085  1.079893
C  5.941178  -0.033465  2.099793
O  7.035498  -0.844345  2.457223
H  7.130718  0.477515  0.305543
H  7.194798  1.732085  1.481373
H  5.776568  1.338505  0.394583
H  5.079898  -0.572225  1.704773
H  5.608068  0.552595  2.956333
H  7.612078  -0.284315  2.982123

Atoms 1-2, force components in eV/Å:
1.5 0.6 -0.5
-0.1 -0.6 0.8

Here are the Löwdin charges for atoms 1 to 99, given in e:
1. C -0.65
2. F 0.11
3. F 0.15
4. F 0.12
5. S 0.71
6. O -0.34
7. O -0.35
8. N -0.31
9. S 0.53
10. O -0.33
11. O -0.34
12. C -0.62
13. F 0.11
14. F 0.11
15. F 0.11
16. C -0.09
17. C -0.29
18. O -0.09
19. H 0.07
20. H 0.06
21. H 0.07
22. H 0.11
23. H 0.10
24. H 0.07
25. C -0.09
26. C -0.35
27. O -0.08
28. H 0.08
29. H 0.08
30. H 0.07
31. H 0.11
32. H 0.11
33. H 0.08
34. C -0.09
35. C -0.36
36. O -0.07
37. H 0.07
38. H 0.07
39. H 0.07
40. H 0.11
41. H 0.11
42. H 0.09
43. C -0.09
44. C -0.31
45. O -0.10
46. H 0.07
47. H 0.07
48. H 0.07
49. H 0.11
50. H 0.11
51. H 0.08
52. C -0.11
53. C -0.30
54. O -0.09
55. H 0.08
56. H 0.07
57. H 0.07
58. H 0.11
59. H 0.11
60. H 0.08
61. C -0.09
62. C -0.38
63. O -0.07
64. H 0.08
65. H 0.08
66. H 0.07
67. H 0.11
68. H 0.11
69. H 0.09
70. C -0.07
71. C -0.30
72. O -0.10
73. H 0.07
74. H 0.07
75. H 0.06
76. H 0.10
77. H 0.10
78. H 0.08
79. C -0.09
80. C -0.33
81. O -0.09
82. H 0.06
83. H 0.06
84. H 0.07
85. H 0.11
86. H 0.11
87. H 0.08
88. C -0.09
89. C -0.33
90. O -0.08
91. H 0.07
92. H 0.08
93. H 0.08
94. H 0.10
95. H 0.10
96. H 0.07
97. C -0.08
98. C -0.32
99. O -0.08



[2]
Entry from the OMol25 dataset: a cluster of 2 separate species, C5H7N in total (ωB97M-V with the def2-TZVPD basis set).

Properties
Charge: 0
Max |F| (eV/Å): 0.6
ΔE to the lowest compared entry with this formula, charge and spin (eV): 3.666
Multiplicity: 1
HOMO-LUMO gap (eV): 9.81
Electronic energy (eV): -6784.8467
SMILES string: CC=C=N.C#C

Atoms and positions in Å:
C  -1.630055  1.691927  -0.500079
C  -0.443909  0.913717  0.026415
C  0.200359  0.138434  -0.807470
N  0.685976  -0.608753  -1.659854
H  -1.294071  2.548611  -1.095386
H  -2.253722  1.063507  -1.143632
H  -2.250705  2.069560  0.314534
H  -0.076026  1.049292  1.038910
H  1.356309  -0.128452  -2.260910
C  1.306156  -2.155327  2.110802
C  1.571034  -2.220561  0.939202
H  1.070528  -2.111457  3.150979
H  1.758125  -2.250497  -0.113512

Atoms 1-2, force components in eV/Å:
-0.1 0.1 0.0
0.2 -0.1 -0.2

Atomic charges from the natural (NBO) analysis, expressed in e, are listed below:
1. C -0.61
2. C -0.42
3. C 0.43
4. N -0.66
5. H 0.21
6. H 0.22
7. H 0.22
8. H 0.25
9. H 0.37
10. C -0.26
11. C -0.23
12. H 0.23
13. H 0.25



[3]
Entry from the OMol25 dataset: a cluster of 2 separate species, C15H36O4SSi2 in total (ωB97M-V with the def2-TZVPD basis set).

Properties
Charge: 0
Max |F| (eV/Å): 0.2
Multiplicity: 1
HOMO-LUMO gap (eV): 10.77
Electronic energy (eV): -50923.9236
SMILES string: CC(C)CC[C@@H]1CCCOS1(=O)=O.C[Si](C)(C)O[Si](C)(C)C

Atoms and positions in Å:
C  -2.514142  3.945435  -3.712198
C  -1.253877  3.454944  -4.437779
C  -0.292148  4.627244  -4.639877
C  -0.625605  2.219373  -3.737477
C  0.764846  2.396587  -3.126259
C  1.377197  1.053632  -2.701709
C  2.116171  1.107773  -1.362914
C  2.953190  -0.161151  -1.085341
C  2.675474  -1.267056  -2.083119
O  2.989667  -0.885907  -3.439783
S  2.544380  0.556431  -3.950468
O  3.684724  1.417730  -3.874549
O  1.875644  0.363226  -5.197893
H  -3.199350  4.441233  -4.402399
H  -2.262875  4.663353  -2.926195
H  -3.059825  3.120683  -3.250338
H  -1.561181  3.139224  -5.437930
H  0.612007  4.336392  -5.176005
H  -0.000661  5.073343  -3.685298
H  -0.780139  5.405265  -5.231180
H  -0.584444  1.387338  -4.445404
H  -1.293222  1.899335  -2.930746
H  1.433733  2.904288  -3.821808
H  0.709117  3.023602  -2.231273
H  0.607674  0.277120  -2.708656
H  1.385345  1.282256  -0.570370
H  2.773140  1.977273  -1.399934
H  2.719293  -0.562055  -0.095950
H  4.015035  0.084976  -1.079922
H  3.282484  -2.148814  -1.890643
H  1.625710  -1.572594  -2.047948
C  -3.362108  -1.792208  3.285990
Si  -2.083963  -2.400491  4.505921
C  -1.699999  -1.048362  5.736558
C  -2.722712  -3.905823  5.395060
O  -0.709235  -2.832829  3.703865
Si  0.460025  -2.218274  2.726641
C  1.662317  -3.577545  2.308196
C  1.360085  -0.829912  3.595665
C  -0.303387  -1.559533  1.149793
H  -3.047116  -0.866166  2.800332
H  -4.308041  -1.594623  3.795701
H  -3.548626  -2.534315  2.507002
H  -0.898000  -1.348075  6.414238
H  -2.582954  -0.822589  6.339080
H  -1.392449  -0.126125  5.239140
H  -1.992474  -4.283908  6.112766
H  -2.956793  -4.711105  4.696439
H  -3.635603  -3.656489  5.941309
H  2.133009  -3.982367  3.205877
H  2.452800  -3.190352  1.659854
H  1.169908  -4.400180  1.786326
H  0.703325  0.022563  3.781170
H  2.198130  -0.478797  2.987956
H  1.759475  -1.160767  4.556507
H  -0.958204  -0.707614  1.345215
H  -0.892874  -2.327393  0.644354
H  0.478097  -1.227197  0.460405

Atoms 1-2, force components in eV/Å:
0.0 0.0 0.0
0.0 0.1 0.0

Atomic charges from the natural (NBO) analysis, expressed in e, are listed below:
1. C -0.60
2. C -0.22
3. C -0.61
4. C -0.40
5. C -0.40
6. C -0.49
7. C -0.41
8. C -0.44
9. C -0.07
10. O -0.71
11. S 2.40
12. O -0.94
13. O -0.93
14. H 0.21
15. H 0.20
16. H 0.20
17. H 0.20
18. H 0.21
19. H 0.20
20. H 0.21
21. H 0.22
22. H 0.19
23. H 0.23
24. H 0.21
25. H 0.24
26. H 0.22
27. H 0.23
28. H 0.22
29. H 0.23
30. H 0.21
31. H 0.18
32. C -1.14
33. Si 1.91
34. C -1.14
35. C -1.14
36. O -1.25
37. Si 1.92
38. C -1.14
39. C -1.15
40. C -1.15
41. H 0.23
42. H 0.24
43. H 0.24
44. H 0.24
45. H 0.24
46. H 0.23
47. H 0.24
48. H 0.24
49. H 0.24
50. H 0.24
51. H 0.23
52. H 0.24
53. H 0.24
54. H 0.23
55. H 0.24
56. H 0.24
57. H 0.24
58. H 0.23



[4]
Entry from the OMol25 dataset: an isolated molecule of C6H9N (ωB97M-V with the def2-TZVPD basis set).

Properties
Charge: 0
Max |F| (eV/Å): 0.5
ΔE to the lowest compared entry with this formula, charge and spin (eV): 4.217
Multiplicity: 1
HOMO-LUMO gap (eV): 8.36
Electronic energy (eV): -7853.9427
SMILES string: CC1=C2C[C@@H]2NC1

Atoms and positions in Å:
C  1.481616  1.140498  1.166442
C  0.602436  0.337568  0.268115
C  0.640748  -0.979189  0.010583
C  0.065968  -1.890190  -1.050976
C  -0.937009  -1.201132  -0.275174
N  -1.554473  0.024972  -0.691668
C  -0.609147  1.069997  -0.303614
H  1.581432  2.170381  0.809982
H  2.454936  0.685980  1.355680
H  0.948509  1.193947  2.129062
H  0.207178  -2.963039  -0.967138
H  0.198993  -1.477112  -2.051546
H  -1.353534  -1.677493  0.611072
H  -2.426854  0.149761  -0.191328
H  -0.248985  1.609799  -1.195536
H  -1.051818  1.805247  0.376048

Atoms 1-2, force components in eV/Å:
0.2 0.1 -0.1
-0.1 0.0 0.1

Atomic charges from the natural (NBO) analysis, expressed in e, are listed below:
1. C -0.64
2. C 0.08
3. C -0.20
4. C -0.39
5. C -0.02
6. N -0.63
7. C -0.28
8. H 0.21
9. H 0.23
10. H 0.23
11. H 0.22
12. H 0.24
13. H 0.19
14. H 0.37
15. H 0.19
16. H 0.19



Lowest unoccupied orbital energy, respectively: 1.78, 1.00, 0.44, 0.90 eV.